Record 1
Density functional theory data (ωB97M-V with the def2-TZVPD basis set) for a cluster of 2 separate species, C5H10O2 in total.

## Properties
Energy above the lowest of the compared OMol25 structures with the same formula, charge and spin, kcal/mol: 62.13
Largest force on an atom, eV/Å: 0.29
SMILES string: C1CC2(C1)CO2.O
HOMO energy, Ha: -0.383

Each atom is followed by the atoms it is bonded to, with distances in Å.
Positions of all 17 atoms, in Å:
1 C 1.204 0.283 1.373  C2 1.553, C4 1.551, H7 1.092, H8 1.093
2 C 1.516 -0.311 -0.027  C1 1.553, C3 1.524, H9 1.094, H10 1.094
3 C 0.198 0.273 -0.521  C2 1.524, C4 1.526, C5 1.460, O6 1.421
4 C -0.188 0.755 0.874  C1 1.551, C3 1.526, H11 1.094, H12 1.094
5 C -0.180 0.802 -1.829  C3 1.460, O6 1.429, H13 1.090, H14 1.090
6 O -0.680 -0.455 -1.370  C3 1.421, C5 1.429
7 H 1.168 -0.446 2.185  C1 1.092
8 H 1.869 1.099 1.667  C1 1.093
9 H 2.421 0.051 -0.525  C2 1.094
10 H 1.509 -1.405 -0.059  C2 1.094
11 H -1.030 0.189 1.284  C4 1.094
12 H -0.387 1.827 0.960  C4 1.094
13 H 0.513 0.740 -2.668  C5 1.090
14 H -0.923 1.598 -1.891  C5 1.090
15 O -2.589 -1.496 0.438  H16 0.964, H17 0.972
16 H -2.259 -2.402 0.450  O15 0.964
17 H -2.162 -1.103 -0.342  O15 0.972

***

Record 2
Density functional theory data (ωB97M-V with the def2-TZVPD basis set) for the molecule C5H10O2.

## Properties
Energy above the lowest of the compared OMol25 structures with the same formula, charge and spin, kcal/mol: 45.58
Largest force on an atom, eV/Å: 0.32
SMILES string: C[C@@H]1[C@H](O)C[C@@H]1O
HOMO energy, Ha: -0.353

Each atom is followed by the atoms it is bonded to, with distances in Å.
Positions of all 17 atoms, in Å:
1 C -1.734 -0.363 -0.377  C2 1.522, H8 1.101, H9 1.094, H10 1.092
2 C -0.637 0.116 0.562  C1 1.522, C3 1.562, C6 1.566, H11 1.097
3 C 0.316 1.169 -0.087  C2 1.562, O4 1.415, C5 1.534, H12 1.102
4 O 0.202 1.304 -1.491  C3 1.415, H13 0.967
5 C 1.523 0.279 0.234  C3 1.534, C6 1.546, H14 1.095, H15 1.093
6 C 0.602 -0.794 0.858  C2 1.566, C5 1.546, O7 1.412, H16 1.101
7 O 0.581 -2.065 0.244  C6 1.412, H17 0.966
8 H -2.302 0.511 -0.730  C1 1.101
9 H -2.464 -1.033 0.089  C1 1.094
10 H -1.311 -0.858 -1.254  C1 1.092
11 H -1.072 0.480 1.502  C2 1.097
12 H 0.340 2.154 0.408  C3 1.102
13 H -0.629 1.741 -1.725  O4 0.967
14 H 2.285 0.705 0.895  C5 1.095
15 H 1.993 -0.040 -0.700  C5 1.093
16 H 0.766 -0.928 1.938  C6 1.101
17 H 1.398 -2.208 -0.250  O7 0.966